DFT (ωB97M-V/def2-TZVPD) results for a molecular structure, C15H15FeN3O2 in a non-equilibrium geometry.

Geometry (Å):
N  -1.14680  -1.27631  0.55609
C  -1.20894  -1.98189  -0.64923
N  -2.44601  -2.31193  -0.95728
C  -3.21456  -1.77724  0.05774
N  -4.61354  -1.90366  0.04228
O  -5.27572  -1.31618  0.93254
O  -5.10163  -2.58876  -0.86284
C  -2.44512  -1.08280  0.95873
H  -0.33818  -2.26784  -1.22557
H  -2.81279  -0.63174  1.86469
C  -0.10233  -0.95174  2.75509
C  0.00609  -0.80251  1.24609
C  0.25796  0.61443  0.81605
C  1.38836  1.44852  1.25157
C  1.30851  2.69892  0.53162
C  0.11805  2.67359  -0.29247
C  -0.55035  1.41259  -0.07812
Fe  1.31239  1.11997  -0.70753
C  1.66369  -0.66374  -1.53545
C  2.83095  -0.13802  -0.86808
C  3.13358  1.15319  -1.45778
C  2.11284  1.44709  -2.44823
C  1.17783  0.32309  -2.47844
H  0.88501  -0.73628  3.18035
H  -0.83809  -0.24594  3.15913
H  -0.36542  -1.98802  2.96565
H  0.85360  -1.41271  0.92123
H  2.06371  1.15354  2.05833
H  1.96928  3.55565  0.66635
H  -0.28127  3.48148  -0.90633
H  -1.53519  1.13618  -0.40982
H  1.30836  -1.68338  -1.43282
H  3.40601  -0.66031  -0.10469
H  4.03451  1.72389  -1.26593
H  2.11207  2.28139  -3.13881
H  0.33313  0.19746  -3.14411

Cartesian forces, eV/Å:
-0.21 0.83 1.79
2.97 -0.40 -0.21
-4.81 0.13 0.89
-1.36 -2.86 -5.03
3.04 0.11 0.03
-0.90 1.13 1.73
-1.45 -1.33 -1.70
1.49 1.22 2.41
-0.34 0.20 0.34
0.40 0.10 -0.03
0.05 0.06 -0.13
0.25 0.73 -0.31
-0.31 1.59 1.12
-1.23 0.35 0.08
-0.60 0.46 1.49
-0.21 -0.48 0.83
-0.52 0.30 1.43
0.26 0.61 0.43
0.47 -0.08 -1.32
0.36 0.32 -1.41
0.94 -0.94 -1.17
0.53 -1.17 -0.34
1.50 -0.97 -0.82
-0.26 0.01 0.07
0.13 -0.25 0.07
-0.11 0.01 0.32
0.01 -0.22 -0.08
0.14 0.19 -0.58
-0.08 -0.29 -0.14
0.34 -0.27 0.08
-0.01 -0.07 -0.41
0.01 0.40 0.23
-0.21 0.26 -0.13
-0.18 0.16 0.10
-0.14 0.12 0.27
0.05 0.05 0.11

HOMO-LUMO gap (alpha / beta) = 2.859 / 4.887 eV
E_LUMO (alpha / beta) = 5.32 / 3.84 eV
maximum force = 0.116 Eh/bohr
expectation value of S² = 6.032
total charge = -2
2S+1 = 5
E_HOMO (alpha / beta) = 2.5 / -1.0 eV

***

DFT (ωB97M-V/def2-TZVPD) results for a molecular structure, C15H15IN2O3Tl in a non-equilibrium geometry.

Geometry (Å):
C  -2.82201  4.93417  -2.87211
C  -3.15633  3.60746  -1.92373
O  -2.54523  3.59761  -0.71773
O  -4.03075  2.50227  -2.41374
C  -3.08333  1.50341  -2.95575
O  -1.90691  1.89475  -3.51655
C  -3.32667  -0.14357  -2.88257
C  -2.08873  -0.73211  -1.93841
C  -0.88214  -1.59841  -2.60288
N  0.31116  -2.17298  -1.89162
C  0.22571  -1.79660  -0.43965
C  1.48777  -2.29615  0.53152
C  1.55368  -1.94239  2.13059
C  2.79116  -2.41327  3.14720
C  3.82649  -1.17304  3.50988
C  4.08305  -0.13176  2.26597
I  3.24113  -0.10459  5.38063
C  0.32649  -1.09519  2.88757
C  -0.91213  -0.62598  1.91351
C  -0.96747  -0.95858  0.28010
N  -2.15416  -0.42290  -0.47010
H  -3.74203  5.05082  -3.61007
H  -1.81955  4.69635  -3.46615
H  -2.63004  5.91542  -2.22567
H  -4.34880  -0.41169  -2.32667
H  -3.39140  -0.64980  -3.93573
H  -0.94343  -1.78826  -3.77987
H  2.38165  -2.93537  0.06937
H  3.33407  -3.34691  2.68838
H  2.24473  -2.67494  4.17531
H  4.87256  -1.69799  3.74311
H  3.25691  0.71198  2.17418
H  5.13158  0.41266  2.42974
H  4.11332  -0.75319  1.25140
H  0.41674  -0.86306  4.03281
H  -1.80317  -0.01390  2.41950
Tl  2.95608  -2.08426  -1.06177

Cartesian forces, eV/Å:
-0.58 -0.48 -0.42
4.42 2.42 5.66
-4.62 -1.06 -7.99
4.43 -1.98 -0.37
5.45 3.18 -2.51
-7.81 -2.77 3.92
-0.25 -0.51 1.56
0.29 0.01 1.77
2.38 -0.97 1.50
-6.30 4.28 1.44
1.44 -0.89 2.00
-5.73 1.53 2.76
-1.68 1.21 1.28
-2.22 -0.14 -0.31
1.49 0.14 -1.15
0.20 0.37 0.23
0.46 -0.79 -1.51
-1.06 -0.53 -5.82
3.27 -1.33 2.01
-1.04 0.64 -1.28
5.08 -3.19 -1.92
2.09 -0.12 1.49
-2.31 0.25 1.27
-0.67 -2.53 -1.16
2.26 0.76 -0.92
0.58 1.26 1.93
0.27 0.39 2.83
-4.86 -2.95 6.10
-0.91 1.92 0.94
1.22 0.15 -2.48
-2.46 1.01 -0.23
1.63 -1.89 0.26
-2.38 -1.29 -0.48
0.14 1.25 2.07
-0.35 -0.41 -2.42
1.96 -1.45 -1.48
6.18 4.51 -8.59

HOMO-LUMO gap = 2.375 eV
E_LUMO = -15.43 eV
maximum force = 0.224 Eh/bohr
total charge = +3
E_HOMO = -17.8 eV

***

DFT (ωB97M-V/def2-TZVPD) results for a molecular structure, C15H15N4O2PtS2 in a non-equilibrium geometry.

Geometry (Å):
Pt  -1.85611  -0.24754  -1.80690
O  -2.31390  2.02440  -0.92344
S  -0.99016  2.21367  -0.35452
O  -0.17748  3.31589  -0.75102
N  -0.29801  0.76279  -0.76654
C  0.99685  0.44185  -0.91900
C  2.09276  1.14479  -0.40549
C  3.37607  0.61925  -0.52971
C  3.60355  -0.58183  -1.16512
C  2.52979  -1.30498  -1.74196
C  2.68655  -2.51895  -2.44099
C  1.59250  -3.12058  -3.00597
C  0.33883  -2.50751  -2.88262
N  0.17025  -1.37656  -2.23171
C  1.22652  -0.77962  -1.64498
C  -1.13151  2.15095  1.40436
C  -2.18442  1.45171  1.97793
C  -2.28090  1.40028  3.35789
C  -1.33628  2.04944  4.14484
C  -0.29910  2.76231  3.55843
C  -0.19377  2.81821  2.17732
H  1.92490  2.09427  0.08341
H  4.20840  1.16851  -0.11074
H  4.60815  -0.97519  -1.25144
H  3.67213  -2.95855  -2.53012
H  1.67904  -4.04968  -3.55085
H  -0.54111  -2.94613  -3.33590
H  -2.93958  1.00874  1.34039
H  -3.10206  0.87317  3.82479
H  -1.42100  2.01741  5.22282
H  0.41975  3.28726  4.17216
H  0.58796  3.38973  1.69293
N  -1.19613  -2.41169  0.40471
N  -2.39434  -1.74631  0.02269
H  -1.37238  -3.08510  1.14116
H  -0.53567  -1.72594  0.74239
H  -2.85893  -1.28152  0.79636
H  -3.02482  -2.42794  -0.37581
S  -3.26636  -0.94901  -3.33972

Cartesian forces, eV/Å:
0.23 -1.09 -0.14
0.04 0.31 0.31
-0.21 0.15 0.26
0.10 -0.05 0.07
-0.99 -0.16 -0.60
0.50 0.01 0.13
-0.32 -0.08 -0.09
0.21 -0.07 -0.02
-0.02 0.08 0.03
-0.17 0.08 0.01
-0.03 -0.01 -0.03
0.08 -0.01 0.00
0.05 0.01 -0.05
-0.50 0.08 0.01
0.28 0.03 0.10
0.09 0.08 -0.25
-0.12 -0.04 -0.06
0.00 -0.02 0.03
0.04 0.03 -0.01
-0.02 -0.02 -0.01
0.12 0.02 -0.09
0.06 -0.03 0.02
0.00 -0.01 -0.02
0.00 0.00 0.01
-0.01 -0.01 -0.01
0.00 0.01 0.00
-0.01 0.00 0.03
0.00 0.00 0.03
-0.01 0.01 -0.01
-0.01 -0.01 0.00
-0.01 -0.01 0.01
-0.02 0.02 0.07
0.08 -0.27 -0.05
0.26 0.42 -0.22
-0.04 0.03 0.13
0.02 0.12 0.01
-0.09 0.01 0.05
-0.07 -0.02 -0.14
0.52 0.37 0.47

HOMO-LUMO gap (alpha / beta) = 7.929 / 4.999 eV
E_LUMO (alpha / beta) = -3.59 / -6.12 eV
maximum force = 0.023 Eh/bohr
expectation value of S² = 6.051
total charge = +1
2S+1 = 5
E_HOMO (alpha / beta) = -11.5 / -11.1 eV

***

DFT (ωB97M-V/def2-TZVPD) results for a molecular structure, C15H15N4O5SY.

Geometry (Å):
Y  -0.15582  -0.68706  -0.41489
N  1.14034  -0.42260  -2.51932
C  1.06311  -1.74181  -3.21601
C  -0.30905  -2.41498  -3.06627
O  -0.57405  -3.34266  -3.82212
N  -1.04464  -1.92603  -2.06273
C  -2.27889  -2.62947  -1.76224
C  -2.74572  -2.32329  -0.33822
O  -3.72911  -2.83529  0.14004
O  -1.97926  -1.45635  0.30379
H  0.69115  0.26986  -3.11337
H  2.11504  -0.14215  -2.45637
H  1.79868  -2.40467  -2.75944
H  1.29386  -1.65416  -4.27703
H  -2.16180  -3.71131  -1.86471
H  -3.09060  -2.35168  -2.44226
O  1.29716  -2.44967  0.14966
C  1.36330  -2.06959  1.34228
C  1.76264  -2.89577  2.54070
C  1.56571  -1.92426  3.69887
C  1.03263  -0.65301  3.04001
O  0.69025  0.35044  3.61849
N  1.00601  -0.81479  1.66382
H  2.78732  -3.24499  2.41370
H  1.12360  -3.77804  2.58678
H  2.49161  -1.67760  4.21852
H  0.85304  -2.26360  4.44789
S  -2.11369  2.89045  2.06209
C  -1.78448  1.44038  1.22650
N  -0.94049  1.52451  0.23585
C  -0.48297  2.82778  0.08925
C  0.43068  3.26764  -0.86963
C  0.78513  4.59860  -0.88130
C  0.24148  5.49565  0.04730
C  -0.66207  5.07522  0.99940
C  -1.02038  3.72903  1.01280
H  -2.25635  0.50429  1.50333
H  0.84761  2.57384  -1.58950
H  1.49141  4.96034  -1.61616
H  0.53628  6.53569  0.01590
H  -1.07868  5.77109  1.71461

Cartesian forces, eV/Å:
0.19 -0.27 -0.06
0.11 0.05 -0.16
-0.09 0.00 0.02
0.09 -0.03 -0.12
0.01 0.03 0.00
-0.11 0.01 -0.05
-0.12 -0.07 -0.03
-0.08 -0.06 -0.04
0.02 0.02 -0.09
-0.13 0.08 0.21
-0.01 -0.01 0.00
0.00 0.00 -0.01
-0.01 0.00 0.00
0.01 0.00 0.00
0.00 0.01 0.01
0.01 -0.02 0.00
0.11 -0.05 0.02
0.02 0.30 0.30
-0.02 -0.15 -0.15
0.07 0.07 0.04
0.02 0.17 0.11
-0.02 -0.07 -0.02
0.03 -0.19 -0.08
0.00 0.00 0.01
0.01 0.00 0.00
-0.01 -0.01 0.01
-0.02 -0.02 -0.01
0.03 0.01 0.01
-0.01 0.06 -0.03
-0.13 0.11 0.12
0.04 0.05 0.02
0.00 0.02 0.02
0.00 -0.01 -0.01
0.00 0.02 0.00
-0.01 0.02 0.01
0.01 -0.05 -0.05
-0.01 0.00 -0.01
0.00 -0.01 0.00
0.00 -0.01 0.00
0.00 0.00 0.00
0.00 -0.01 0.01

HOMO-LUMO gap = 8.347 eV
E_LUMO = -0.26 eV
maximum force = 0.008 Eh/bohr
total charge = 0
E_HOMO = -8.6 eV